A structure of composition C35H43Cl2CrN2O4S at a distorted geometry. Source: the OMol25 dataset; level of theory: ωB97M-V/def2-TZVPD.

- Molar mass: 710.7 g/mol
- E_HOMO (alpha / beta): -3.892 / -4.722 eV
- Energy: -112468.0817 eV
- Net charge: -1
- Spin multiplicity: 5

The geometry in XYZ format:
```
88
C35H43Cl2CrN2O4S ωB97M-V/def2-TZVPD
Cr 13.67549 11.86287 12.30604
C 12.03787 13.87810 12.96090
C 11.83184 13.01174 14.02993
C 13.13356 12.72755 14.59962
C 14.08273 13.55312 13.89538
C 13.40166 14.24608 12.84404
C 13.88564 15.21258 11.78833
C 13.06742 16.48376 11.94094
C 15.36447 15.55475 12.05765
C 13.69089 14.63112 10.38640
C 13.64837 11.94215 15.81318
C 13.42388 12.76502 17.11958
C 15.16612 11.65584 15.76879
C 13.00060 10.55399 15.98439
C 10.39358 12.55978 14.43004
C 10.13563 12.80952 15.93150
C 10.09428 11.05997 14.11504
C 9.35558 13.37128 13.68164
H 11.24568 14.30771 12.34863
H 15.17347 13.52943 13.97642
H 13.09751 16.81357 12.96597
H 12.04262 16.30354 11.63377
H 13.48928 17.24711 11.27660
H 15.42082 15.83145 13.12851
H 15.66999 16.41375 11.47454
H 16.04888 14.69031 11.92322
H 12.63297 14.42180 10.26385
H 14.30443 13.72266 10.17309
H 14.00761 15.39108 9.64722
H 13.81645 13.75707 16.95148
H 13.89713 12.33110 17.98988
H 12.37377 12.87500 17.32984
H 15.81841 12.55367 15.87170
H 15.45218 11.17054 14.86194
H 15.40689 10.94677 16.57565
H 11.91600 10.63245 16.12094
H 13.43473 10.08527 16.82600
H 13.28070 9.92125 15.13194
H 10.73474 12.26185 16.62121
H 9.11112 12.57039 16.21725
H 10.23755 13.86648 16.16265
H 10.79733 10.38639 14.57327
H 10.08232 10.93695 13.04220
H 9.06673 10.82590 14.46438
H 9.52949 14.43395 13.94738
H 8.35117 13.03869 13.95814
H 9.45240 13.23378 12.57272
C 6.99623 7.74839 7.87283
C 8.10244 8.74190 8.13864
C 7.70151 9.95044 8.70915
C 8.63332 10.90545 9.11591
C 9.97450 10.65471 9.01022
C 10.41854 9.48695 8.34220
C 9.47943 8.54527 7.92143
S 11.18442 11.77102 9.84219
O 12.16319 12.02063 8.80750
O 10.51380 12.96659 10.28353
N 11.77543 10.99788 11.11323
C 11.67461 9.64436 11.23597
C 10.52007 8.86021 11.09716
C 10.56861 7.43935 11.14896
C 11.72189 6.81243 11.53192
C 12.88436 7.55295 11.80420
C 14.07851 6.96012 12.29051
C 15.13894 7.74841 12.60706
C 14.95313 9.15071 12.54738
N 13.82023 9.75950 12.23477
C 12.82127 8.99307 11.78135
H 6.60696 7.33490 8.80844
H 7.40081 6.92596 7.26772
H 6.24255 8.23916 7.30879
H 6.64622 10.09413 8.88663
H 8.35383 11.84854 9.59005
H 11.48140 9.28542 8.28821
H 9.83022 7.62603 7.52481
H 9.57844 9.34105 10.85139
H 9.68493 6.87961 10.91991
H 11.81519 5.71954 11.67800
H 14.09455 5.87193 12.37867
H 16.12834 7.36855 12.89169
H 15.78877 9.80933 12.83346
Cl 18.47397 10.74922 12.42113
C 17.97445 12.04402 11.32382
Cl 18.39237 13.61426 11.95315
C 16.47054 11.85729 11.06258
O 16.14254 11.73759 9.88251
O 15.73328 11.87492 12.09926
H 18.54593 11.91332 10.41269
```

***

A structure of composition C35H43Cl2HfN2O2P3 at a distorted geometry. Source: the OMol25 dataset; level of theory: ωB97M-V/def2-TZVPD.

- Molar mass: 866.1 g/mol
- E_HOMO: -13.987 eV
- Energy: -98274.6884 eV
- Net charge: +2

The geometry in XYZ format:
```
88
C35H43Cl2HfN2O2P3 ωB97M-V/def2-TZVPD
P 1.31110 0.85635 -2.04118
C 3.05870 1.14685 -2.43848
C 3.61650 0.60655 -3.59688
H 3.03710 -0.05215 -4.22778
C 4.92700 0.90005 -3.93918
H 5.35420 0.47115 -4.83488
C 5.68710 1.73675 -3.13518
H 6.71000 1.96285 -3.40298
C 5.13110 2.28675 -1.98898
H 5.71790 2.94085 -1.35968
C 3.82120 2.00025 -1.64048
H 3.40820 2.44535 -0.74708
C 0.77290 -0.52555 -3.08568
C 1.31830 -1.78455 -2.83028
H 2.07550 -1.90065 -2.06828
C 0.89710 -2.88395 -3.55958
H 1.32680 -3.85595 -3.36058
C -0.06320 -2.73395 -4.55208
H -0.38330 -3.59145 -5.12838
C -0.60000 -1.48095 -4.81308
H -1.33780 -1.35925 -5.59448
C -0.18740 -0.37645 -4.08228
H -0.62310 0.59145 -4.27248
C 0.46600 2.36715 -2.58668
C 0.89390 3.04885 -3.72428
H 1.70050 2.65755 -4.32908
C 0.28530 4.24095 -4.08168
H 0.61480 4.76645 -4.96708
C -0.73560 4.76655 -3.29978
H -1.20150 5.70165 -3.57828
C -1.14440 4.10035 -2.15338
H -1.92510 4.51705 -1.53188
C -0.54420 2.90255 -1.79628
H -0.83840 2.38805 -0.89378
Hf 0.35340 -0.58015 2.38722
C -1.38500 -1.41415 1.89412
C -1.80850 -1.41035 0.60062
H -1.98430 -1.89165 2.66562
C -0.86500 -0.79085 -0.38028
O -1.50270 0.13925 -1.27958
H -0.80320 0.51435 -1.83018
C 0.29980 -0.17845 0.38852
H -0.46160 -1.54995 -1.05638
C 1.22570 0.53295 -0.31538
Cl -0.01600 -1.34845 4.69022
Cl 2.52880 0.56375 2.62182
P 1.58660 -2.58565 2.09272
C 2.45100 -3.13365 3.59972
H 1.72100 -3.53745 4.29362
H 2.92190 -2.27285 4.06372
H 3.19970 -3.88745 3.36502
C 0.57400 -4.03315 1.61982
H 0.10450 -3.84465 0.65712
H -0.20440 -4.15885 2.36752
H 1.16850 -4.94225 1.55972
C 2.90630 -2.54435 0.83092
H 3.39530 -1.57485 0.87382
H 2.46790 -2.66485 -0.15538
H 3.64010 -3.33025 0.99672
P -3.27770 -2.15785 0.02162
C -3.98780 -3.24155 1.28242
C -2.95560 -3.14665 -1.46448
H -4.25350 -2.66565 2.16402
H -3.26920 -4.00475 1.56522
H -4.88430 -3.71675 0.89252
H -2.62100 -2.49255 -2.26508
H -3.85640 -3.66565 -1.78198
H -2.17510 -3.87295 -1.25658
C -4.57980 -0.98045 -0.44668
H -4.75630 -0.29405 0.37702
H -5.50540 -1.49995 -0.68538
H -4.24440 -0.41695 -1.31178
H 2.10400 0.87115 0.21322
N -2.03620 4.40315 7.11932
C -2.69740 3.82105 6.08192
O -3.91370 3.92835 6.03442
C -1.99770 2.99495 5.04392
C -0.60040 2.88945 5.00272
C 0.00130 1.99805 4.12522
N -0.73250 1.21915 3.27972
C -2.09280 1.34205 3.24912
C -2.74210 2.23015 4.12192
H -2.56000 4.92605 7.83692
H -1.02130 4.32225 7.25542
H 0.04240 3.43855 5.67412
H 1.06640 1.88585 4.20622
H -2.68970 0.69475 2.62822
H -3.82440 2.25765 4.12732
```

***

A structure of composition C35H43Cl2N2O2P3Ru at a distorted geometry. Source: the OMol25 dataset; level of theory: ωB97M-V/def2-TZVPD.

- Molar mass: 788.6 g/mol
- E_HOMO (alpha / beta): -11.071 / -13.930 eV
- Energy: -99546.7264 eV
- Net charge: +2
- Spin multiplicity: 5

The geometry in XYZ format:
```
88
C35H43Cl2N2O2P3Ru ωB97M-V/def2-TZVPD
P 0.40130 0.48362 -2.64469
C -0.20714 1.60750 -3.94803
C 0.69946 2.43932 -4.63159
H 1.70521 2.58735 -4.24406
C 0.34416 3.04958 -5.83550
H 1.08223 3.63892 -6.37506
C -0.94520 2.88746 -6.34619
H -1.21737 3.35798 -7.29560
C -1.87442 2.12290 -5.63884
H -2.88786 2.00694 -6.03609
C -1.52062 1.49268 -4.44508
H -2.25413 0.88656 -3.90872
C 2.08100 1.07263 -2.30570
C 2.23024 2.25298 -1.55434
H 1.36336 2.68267 -1.04319
C 3.46943 2.88734 -1.49209
H 3.57142 3.80522 -0.90573
C 4.56525 2.35816 -2.18077
H 5.52942 2.87069 -2.14483
C 4.42931 1.17873 -2.91816
H 5.27914 0.76661 -3.46420
C 3.19675 0.52684 -2.96831
H 3.09638 -0.38951 -3.54767
C 0.64271 -1.06075 -3.57676
C 0.78542 -1.01622 -4.97876
H 0.51933 -0.11523 -5.52698
C 1.30082 -2.10891 -5.67730
H 1.46310 -2.02991 -6.75254
C 1.60926 -3.28258 -4.98332
H 2.02659 -4.13399 -5.52648
C 1.37064 -3.37203 -3.60897
H 1.59057 -4.30249 -3.07428
C 0.86427 -2.27636 -2.90589
H 0.64198 -2.35220 -1.83753
Ru -1.75706 0.48194 1.84135
C -0.25251 -0.28296 2.82920
C 0.99026 -0.21018 2.29583
H -0.41763 -0.68527 3.84530
C 1.06835 0.08401 0.80154
O 1.82271 -0.99373 0.21601
H 2.07187 -0.74344 -0.69496
C -0.29829 0.27270 0.16088
H 1.60469 1.04909 0.67802
C -0.55817 0.40971 -1.17094
Cl -2.72304 0.62165 4.04321
Cl -3.46798 1.09939 0.35430
P -1.55530 2.69916 2.33020
C -3.01013 3.53239 3.07842
H -3.06572 3.30182 4.14849
H -3.91854 3.15705 2.59298
H -2.94896 4.61862 2.93684
C -0.18951 3.08169 3.47068
H 0.74999 2.69131 3.06158
H -0.38217 2.60327 4.43729
H -0.10137 4.16897 3.60448
C -1.26146 3.71400 0.85325
H -2.10486 3.57533 0.16696
H -0.34264 3.38259 0.35775
H -1.16917 4.77046 1.13883
P 2.34965 -0.76825 3.38558
C 1.94195 -0.60596 5.13098
C 3.78842 0.23211 3.06951
H 1.06110 -1.19905 5.40061
H 1.75498 0.44061 5.40296
H 2.79323 -0.97118 5.71921
H 3.95111 0.29944 1.98928
H 4.64159 -0.26090 3.55046
H 3.65046 1.23304 3.49478
C 2.71699 -2.48364 3.05925
H 2.04103 -3.13101 3.63444
H 3.75489 -2.67738 3.36391
H 2.59494 -2.66836 1.98532
H -1.62617 0.54996 -1.39441
N -5.63971 -5.36554 3.57107
C -4.47539 -5.34056 2.83341
O -3.95549 -6.36564 2.41381
C -3.90706 -3.98106 2.53783
C -4.64387 -2.80147 2.67436
C -4.03407 -1.57567 2.40008
N -2.73897 -1.48268 2.01650
C -2.04190 -2.61219 1.81540
C -2.59954 -3.87511 2.04549
H -5.95146 -6.26837 3.88275
H -5.91346 -4.57072 4.13035
H -5.68483 -2.78137 2.98730
H -4.56176 -0.63099 2.52436
H -1.00981 -2.50346 1.47401
H -1.99219 -4.75674 1.84716
```

***

energy of number 2 (C35H43Cl2HfN2O2P3)? -98274.6884 eV